Record 1
The following is a DFT calculation (ωB97M-V with the def2-TZVPD basis set) of a cluster of 2 separate species, C6H7N2O2 in total.

Geometry as XYZ:
```
17
C6H7N2O2 ωB97M-V with the def2-TZVPD basis set
C 2.359 0.150 -0.066
C 1.440 1.041 -0.724
C 1.921 -0.941 0.639
C 0.048 0.668 -0.755
C 0.565 -1.242 0.612
C -0.326 -0.541 -0.170
N -1.972 -1.136 -0.296
N -2.964 -0.475 -0.397
O -2.401 1.891 0.735
O -1.746 -2.361 -0.448
H 3.435 0.243 0.091
H 1.748 1.860 -1.348
H 2.697 -1.423 1.250
H -0.780 1.333 -1.326
H 0.138 -2.104 1.098
H -2.718 1.134 0.186
H -1.444 1.903 0.918
```

Results
Total charge: -1
2S+1: 1
Energy relative to the best compared isomer or geometry (same formula, charge and spin) in eV: 3.2557
Highest occupied orbital energy in eV: -3.59
E_LUMO in hartree: 0.1315

=====

Record 2
The following is a DFT calculation (ωB97M-V with the def2-TZVPD basis set) of a structure of composition C7H22BNO2Sb.

Geometry as XYZ:
```
34
C7H22BNO2Sb ωB97M-V with the def2-TZVPD basis set
C -1.071 -2.896 -2.029
O -0.865 -1.575 -2.520
B 0.279 -0.928 -2.075
O 1.472 -1.593 -2.345
Sb 0.337 1.021 -0.851
C -1.299 2.052 -1.974
N -0.867 3.367 -2.478
C -1.140 0.154 0.620
C -0.823 0.260 2.114
C 0.462 -0.423 2.640
C 1.606 0.602 2.823
C 0.897 -1.676 1.861
H -1.277 -3.569 -2.861
H -0.204 -3.272 -1.483
H -1.915 -2.888 -1.338
H 2.107 -0.976 -2.709
H 0.406 2.526 0.165
H 1.483 1.782 -2.043
H 1.736 0.394 0.023
H -2.097 2.243 -1.253
H -1.711 1.450 -2.786
H 0.022 3.241 -2.960
H -0.631 3.925 -1.661
H -1.353 -0.895 0.386
H -2.087 0.679 0.460
H -0.764 1.323 2.367
H -1.677 -0.124 2.685
H 0.221 -0.757 3.653
H 1.440 1.471 2.188
H 2.568 0.183 2.531
H 1.661 0.924 3.863
H 1.961 -1.637 1.630
H 0.741 -2.586 2.445
H 0.379 -1.800 0.914
```

Results
Total charge: -1
2S+1: 1
Highest occupied orbital energy in eV: -2.98
E_LUMO in hartree: 0.1216

=====

Record 3
The following is a DFT calculation (ωB97M-V with the def2-TZVPD basis set) of a structure of composition C17H16AsCl4N3O3SW.

Geometry as XYZ:
```
46
C17H16AsCl4N3O3SW ωB97M-V with the def2-TZVPD basis set
W 0.090 -0.680 -0.306
N -0.200 3.513 -1.903
C -0.336 2.297 -1.295
S 0.516 0.975 -2.051
N -1.009 2.264 -0.192
N -1.047 0.993 0.392
C -2.026 0.835 1.217
C -2.312 -0.360 1.985
C -3.548 -0.425 2.639
C -3.909 -1.541 3.364
C -3.016 -2.607 3.455
C -1.779 -2.554 2.844
C -1.417 -1.433 2.101
O -0.208 -1.405 1.513
H 0.084 3.524 -2.866
H -0.843 4.229 -1.607
H -2.718 1.667 1.321
H -4.231 0.412 2.551
H -4.873 -1.591 3.851
H -3.295 -3.495 4.008
H -1.079 -3.376 2.909
Cl -0.780 -7.260 -0.536
C -1.077 -5.569 -0.682
C -2.373 -5.071 -0.576
Cl -3.694 -6.141 -0.288
C -2.607 -3.699 -0.679
Cl -4.183 -3.027 -0.492
C -1.546 -2.833 -0.890
O -1.655 -1.500 -0.925
C -0.239 -3.335 -0.993
O 0.728 -2.406 -1.111
C -0.008 -4.696 -0.885
Cl 1.621 -5.258 -0.982
C 3.880 0.446 -0.352
As 2.460 -0.368 0.666
C 3.173 -2.106 1.111
C 2.531 0.564 2.357
H 4.805 0.373 0.220
H 3.643 1.489 -0.550
H 3.992 -0.073 -1.302
H 4.115 -1.980 1.645
H 3.319 -2.676 0.196
H 2.452 -2.633 1.734
H 3.489 0.365 2.837
H 1.722 0.213 2.995
H 2.417 1.634 2.192
```

Results
<S²>: 2.022
2S+1: 3
Highest occupied orbital energy (alpha / beta) in eV: -7.47 / -7.99
E_LUMO (alpha / beta) in hartree: -0.0188 / -0.0269

=====

Record 4
The following is a DFT calculation (ωB97M-V with the def2-TZVPD basis set) of a structure of composition C26H35N7OPtS2.

Geometry as XYZ:
```
72
C26H35N7OPtS2 ωB97M-V with the def2-TZVPD basis set
Pt -0.468 1.939 1.421
C 4.540 1.143 -0.786
C 3.073 0.711 -0.870
C 2.701 -0.416 0.076
C 3.209 -1.671 -0.246
C 2.887 -2.794 0.491
C 2.002 -2.683 1.550
C 1.445 -1.462 1.907
C 0.555 -1.425 3.111
C 1.302 -1.076 4.398
C 1.837 -0.315 1.192
N 1.406 1.022 1.550
C 2.397 1.879 1.638
C 2.125 3.228 1.350
C 2.921 4.427 1.351
C 2.089 5.408 0.902
C 0.814 4.802 0.634
N 0.861 3.505 0.879
H 4.728 1.988 -1.447
H 5.200 0.332 -1.093
H 4.842 1.426 0.224
H 2.891 0.342 -1.883
H 2.413 1.574 -0.757
H 3.871 -1.759 -1.099
H 3.317 -3.754 0.237
H 1.744 -3.558 2.134
H 0.081 -2.403 3.213
H -0.249 -0.724 2.931
H 2.124 -1.771 4.566
H 0.644 -1.138 5.266
H 1.724 -0.069 4.359
H 3.406 1.524 1.813
H 3.957 4.501 1.641
H 2.324 6.451 0.768
H -0.095 5.272 0.290
O -1.914 -0.934 -0.263
N -0.860 -0.595 -0.606
C -1.308 -3.866 0.031
N -1.794 -3.602 -1.325
C -3.129 -4.152 -1.599
C -1.084 -2.960 -2.245
S 0.111 -1.754 -1.745
N -1.208 -3.196 -3.542
C -1.583 -4.522 -4.064
C -0.788 -2.250 -4.584
H -2.122 -3.701 0.734
H -0.467 -3.223 0.279
H -0.986 -4.906 0.101
H -3.797 -3.786 -0.821
H -3.121 -5.241 -1.571
H -3.493 -3.808 -2.561
H -1.504 -5.272 -3.283
H -0.877 -4.767 -4.856
H -2.588 -4.517 -4.481
H -0.839 -1.229 -4.223
H -1.470 -2.361 -5.424
H 0.224 -2.478 -4.921
N -1.678 2.572 -1.338
C -2.492 3.108 -0.379
C -3.695 3.730 -0.741
C -4.489 4.294 0.222
C -4.084 4.248 1.561
C -2.923 3.604 1.864
N -2.137 3.013 0.919
H -1.883 2.835 -2.290
H -0.694 2.466 -1.146
H -3.967 3.770 -1.787
H -5.414 4.782 -0.055
H -4.667 4.704 2.348
H -2.567 3.546 2.882
S -1.928 0.754 4.258
C -1.404 1.238 2.938
```

Results
Total charge: +3
<S²>: 0.799
2S+1: 2
Energy relative to the best compared isomer or geometry (same formula, charge and spin) in eV: 0.3897
Highest occupied orbital energy (alpha / beta) in eV: -16.72 / -16.69
E_LUMO (alpha / beta) in hartree: -0.3379 / -0.4111